# 1
The following is a DFT calculation (wB97M-V/def2-TZVPD) of C4H7NO in the gas phase.

charge = 0
molecular weight = 85.11 u
E_tot = -286.4960 Ha
maximum force = 1.93 eV Å⁻¹
relative energy (zero: lowest compared OMol25 entry of this formula, charge and spin) = 356.1 kJ/mol
SMILES string = C[C@H]1CN1C=O
gap between HOMO and LUMO = 0.3796 hartree
E_HOMO = -9.41 eV

Geometry as XYZ:
```
13
C4H7NO | the Open Molecules 2025 dataset | wB97M-V/def2-TZVPD
O -2.28 -1.17 0.82
N -0.42 -0.14 0.50
C 1.57 0.10 -0.97
C -1.06 -1.26 0.81
C -1.17 0.95 0.16
C 0.65 0.66 0.14
H 1.73 -0.98 -0.79
H -1.79 0.87 -0.75
H -1.74 1.42 0.98
H -0.46 -2.14 1.04
H 1.26 0.95 1.01
H 2.57 0.55 -0.98
H 1.15 0.18 -1.97
```

These are the natural (NBO) partial charges, in e, on atoms 1 to 4: number 1, O, carries -0.619; number 2, N, carries -0.505; number 3, C, carries -0.648; number 4, C, carries 0.517

---

# 2
The following is a DFT calculation (wB97M-V/def2-TZVPD) of 2 unconnected molecules or ions with the total composition C2H4BrClO2S.

charge = 0
molecular weight = 207.48 u
E_tot = -3661.3277 Ha
maximum force = 4.94 eV Å⁻¹
relative energy (zero: lowest compared OMol25 entry of this formula, charge and spin) = 263.1 kJ/mol
gap between HOMO and LUMO (spin up / spin down) = 0.3228 / 0.2265 hartree
E_HOMO (spin up / spin down) = -11.04 / -10.00 eV

Geometry as XYZ:
```
11
C2H4BrClO2S | the Open Molecules 2025 dataset | wB97M-V/def2-TZVPD
Br 0.32 -2.09 2.00
Cl 0.01 2.25 1.74
S -0.59 0.39 -0.51
O -1.85 -0.18 -0.83
O -0.30 1.60 -1.24
C -0.61 0.78 1.24
C 0.83 -0.54 -1.03
H -1.24 0.21 1.90
H 1.68 -0.24 -0.54
H 0.94 -0.62 -2.02
H 0.82 -1.55 -0.70
```

These are the natural (NBO) partial charges, in e, on atoms 1 to 4: number 1, Br, carries -0.156; number 2, Cl, carries 0.187; number 3, S, carries 2.124; number 4, O, carries -0.904

---

# 3
The following is a DFT calculation (wB97M-V/def2-TZVPD) of 7 unconnected molecules or ions with the total composition C58H76B2F7IN3O6.

charge = +1
molecular weight = 1192.78 u
E_tot = -3917.6679 Ha
maximum force = 2.44 eV Å⁻¹
gap between HOMO and LUMO = 0.3129 hartree
E_HOMO = -10.38 eV

Geometry as XYZ:
```
153
C58H76B2F7IN3O6 | the Open Molecules 2025 dataset | wB97M-V/def2-TZVPD
I -3.37 -2.06 -2.42
F -11.16 -1.87 -2.75
F 4.50 0.96 2.80
F -6.33 -7.19 5.25
F 2.25 5.29 3.42
F -3.97 -5.29 -1.28
F 0.75 3.37 -3.91
F 7.86 -3.99 1.35
O -1.92 4.75 -3.65
O -2.57 2.55 -4.21
O 0.46 4.95 -2.12
O 0.13 2.57 1.48
O 2.96 -0.58 -4.61
O -3.53 3.11 -0.82
N 0.85 0.62 0.27
N 2.16 2.20 -1.70
N 4.83 1.24 -3.63
C 3.10 4.93 -1.06
C -8.99 -1.51 -3.56
C -9.05 -9.53 5.64
C -3.06 2.81 0.50
C 4.26 6.50 6.17
C -3.92 -6.45 0.77
C 8.15 -3.20 0.29
C -7.62 -1.59 -3.36
C -7.82 -9.00 5.26
C 1.56 1.22 -2.68
C -0.24 2.90 -2.99
C 4.51 4.30 -1.29
C -6.69 -6.18 0.93
C -9.83 -1.94 -2.56
C -7.52 -7.70 5.62
C -4.64 -5.80 -0.21
C 9.46 -2.75 -1.65
C -1.21 3.93 -0.83
C -1.58 6.95 -4.53
C 3.36 6.49 5.12
C 3.14 5.31 4.45
C -7.98 -2.52 -1.18
C -9.95 -8.76 6.36
C 6.30 -0.49 3.30
C -1.58 5.47 -4.86
C -9.63 -7.45 6.70
C 1.88 0.17 1.22
C -2.51 -0.31 -3.28
C 4.94 5.34 6.53
C -8.40 -6.92 6.33
C 4.01 -1.24 3.50
C 9.18 -3.56 -0.56
C 4.46 -2.49 3.91
C 1.26 3.05 -0.85
C -4.61 -6.96 1.86
C -0.42 -0.12 0.43
C 4.54 0.04 -2.82
C 6.74 -1.74 3.71
C 3.22 -0.65 -3.22
C -0.27 0.60 -4.20
C 2.01 -0.22 -2.40
C 3.79 4.14 4.78
C -2.19 2.77 -0.67
C 0.05 3.64 -1.65
C -6.01 -5.65 -0.15
C -9.35 -2.44 -1.37
C 2.95 3.59 1.05
C -5.99 -6.83 1.94
C -1.19 -0.63 -3.97
C 0.04 1.40 -2.92
C 4.94 -0.26 3.20
C 8.73 -1.60 -1.87
C 4.70 4.16 5.83
C 7.70 -1.25 -1.00
C 5.83 -2.74 4.01
C 2.14 4.12 -0.16
C 7.40 -2.06 0.08
C -7.11 -2.09 -2.17
B 0.73 2.08 0.36
B -1.63 3.42 -3.67
H -6.94 -1.25 -4.14
H -1.66 7.56 -5.42
H 1.19 -0.92 -2.51
H -0.63 5.15 -5.27
H -1.37 -1.05 -4.95
H 2.87 0.51 0.89
H 2.83 7.39 4.83
H -2.40 5.30 -5.56
H 6.99 0.31 3.05
H -6.52 -5.14 -0.95
H -0.74 7.22 -3.89
H -0.70 -0.55 -0.54
H 10.26 -3.03 -2.32
H -9.40 -1.13 -4.49
H -9.30 -10.55 5.38
H -3.22 0.04 -4.03
H -0.27 -0.96 1.10
H 3.59 3.23 4.23
H 0.22 3.52 1.58
H 1.99 1.42 -3.65
H -7.11 -9.59 4.70
H 7.80 -1.93 3.79
H -8.13 -5.90 6.59
H 2.85 2.76 -2.22
H -6.04 -2.14 -2.03
H -1.82 4.67 -1.35
H -0.72 1.18 -4.99
H 4.79 4.43 -2.33
H -2.38 2.42 -5.14
H -10.34 -6.85 7.25
H 5.64 5.35 7.34
H 8.96 -0.97 -2.72
H 9.74 -4.46 -0.36
H 2.70 5.18 -2.03
H 0.21 5.61 -1.46
H 3.42 2.62 0.87
H -10.05 -2.76 -0.60
H 2.34 -0.32 -1.37
H 1.93 -0.92 1.21
H 3.28 5.88 -0.56
H -6.53 -7.23 2.79
H 6.60 -1.81 0.77
H -7.76 -6.08 0.99
H -3.03 3.67 1.15
H 3.30 -1.37 -5.04
H 7.13 -0.35 -1.17
H -10.91 -9.17 6.65
H -1.24 0.49 0.78
H -4.07 -7.47 2.65
H -2.45 0.50 -2.56
H -3.49 1.87 0.83
H -2.49 7.13 -3.95
H 5.22 3.25 6.10
H 3.77 4.27 1.27
H -2.85 -6.55 0.69
H -1.01 4.33 0.16
H 5.27 4.71 -0.65
H 2.38 3.59 1.96
H 1.69 0.47 2.25
H -7.59 -2.91 -0.25
H 3.75 -3.27 4.14
H -1.87 1.79 -1.00
H 1.45 4.84 0.27
H 4.45 7.42 6.72
H 4.47 3.21 -1.14
H 5.34 -0.68 -2.94
H 0.64 0.18 -4.64
H 6.18 -3.71 4.33
H 3.99 1.73 -3.88
H 2.72 1.64 -1.06
H 5.44 1.85 -3.09
H 2.96 -1.03 3.42
H 4.48 0.24 -1.74
H -0.46 0.89 -2.09
H 3.37 -1.70 -2.95
H -0.67 -1.40 -3.40
```

These are the Mulliken partial charges, in e, on atoms 1 to 4: number 1, I, carries 0.107; number 2, F, carries -0.319; number 3, F, carries -0.125; number 4, F, carries -0.329

---

# 4
The following is a DFT calculation (wB97M-V/def2-TZVPD) of C5H7NO in the gas phase.

charge = 0
molecular weight = 97.12 u
E_tot = -324.6935 Ha
maximum force = 0.32 eV Å⁻¹
relative energy (zero: lowest compared OMol25 entry of this formula, charge and spin) = 81.3 kJ/mol
SMILES string = Cc1occc1N
gap between HOMO and LUMO = 0.3316 hartree
E_HOMO = -8.05 eV

Geometry as XYZ:
```
14
C5H7NO | the Open Molecules 2025 dataset | wB97M-V/def2-TZVPD
O 0.60 -1.52 0.25
N -0.19 1.86 -0.71
C -1.72 -0.80 0.35
C 0.36 0.63 -0.31
C -0.30 -0.52 0.00
C 1.83 -0.98 0.15
C 1.76 0.33 -0.19
H -1.95 -0.30 1.30
H -1.15 1.73 -1.03
H -1.86 -1.88 0.49
H 2.65 -1.67 0.34
H -2.43 -0.44 -0.39
H -0.20 2.54 0.04
H 2.59 1.02 -0.29
```

These are the natural (NBO) partial charges, in e, on atoms 1 to 4: number 1, O, carries -0.409; number 2, N, carries -0.822; number 3, C, carries -0.658; number 4, C, carries 0.057

---

# 5
The following is a DFT calculation (wB97M-V/def2-TZVPD) of a molecular structure, C30H42BrCl2N2O11P2S.

charge = -1
molecular weight = 851.49 u
E_tot = -6680.5250 Ha
maximum force = 6.19 eV Å⁻¹
gap between HOMO and LUMO = 0.2536 hartree
E_HOMO = -4.68 eV

Geometry as XYZ:
```
91
C30H42BrCl2N2O11P2S | the Open Molecules 2025 dataset | wB97M-V/def2-TZVPD
Br -0.09 -0.43 2.46
Cl 4.42 -4.18 1.37
Cl 1.51 -3.17 1.21
S 0.56 1.92 0.66
P 3.79 -0.58 4.05
P 3.10 -0.15 -0.99
O 2.43 -1.63 4.25
O 4.18 -0.07 5.63
O 1.59 1.27 4.74
O -3.12 2.40 -2.44
O -1.79 3.76 -1.14
O 7.68 1.03 1.90
O 0.44 -0.67 -0.39
O 3.27 0.67 1.49
O 2.08 3.00 3.34
O -2.59 -1.20 0.44
O 5.92 1.14 3.50
N -2.99 -4.48 -1.09
N -6.06 5.21 -1.99
C 0.86 0.05 0.73
C -2.94 -6.54 0.15
C -7.22 5.57 -2.56
C -5.24 4.44 -2.73
C -0.76 -0.39 -1.09
C -5.54 4.02 -4.01
C -4.14 -6.43 -1.92
C -3.72 -7.16 -0.81
C -3.74 -5.10 -2.01
C -1.17 -1.90 -1.62
C -2.09 -0.02 -0.27
C 7.01 1.70 2.72
C -1.95 2.68 -2.09
C 4.74 1.84 3.01
C 2.99 -1.70 -1.97
C 3.42 0.86 2.87
C 7.32 3.28 2.91
C -3.97 -2.17 2.24
C 2.30 1.77 3.64
C 2.98 1.49 -1.80
C -0.62 1.94 -2.56
C 2.77 -1.85 1.08
C 2.48 -0.28 0.85
C 5.44 -1.50 1.00
C 4.12 -2.36 1.14
C -0.60 0.36 -2.50
C -2.60 -5.21 -0.03
C -7.61 5.20 -3.83
C -6.74 4.41 -4.58
C -3.52 -0.81 1.48
H -1.42 -0.03 -3.20
H 2.18 1.47 -2.64
H 2.77 2.40 -1.15
H 1.76 2.59 0.79
H -1.72 3.38 -0.23
H 0.39 -0.01 -2.97
H -0.51 -2.11 -2.55
H -3.02 -0.14 2.26
H -4.01 -8.20 -0.70
H -4.43 -0.24 1.05
H 1.92 -2.11 -2.03
H 0.28 2.48 -2.07
H -3.74 -2.13 3.37
H 8.43 3.53 2.79
H -4.75 -6.88 -2.69
H -7.01 4.10 -5.58
H 4.55 2.71 3.72
H 6.88 3.57 3.92
H 6.70 3.82 2.10
H -7.86 6.20 -1.94
H 3.96 1.73 -2.36
H 6.34 -2.13 1.35
H -4.04 -4.49 -2.86
H -5.07 -2.35 2.01
H 4.93 2.32 1.97
H -2.60 -7.08 1.03
H 3.31 -1.50 -3.07
H -2.00 -4.68 0.69
H 2.19 -1.57 5.21
H -0.93 -2.69 -0.83
H -3.33 -3.03 1.81
H 5.66 -1.22 -0.10
H -4.84 3.40 -4.56
H -2.25 -1.93 -1.99
H -2.04 0.91 0.38
H -8.56 5.53 -4.24
H 3.80 0.81 5.85
H -4.32 4.15 -2.24
H -2.91 0.19 -1.07
H -0.50 2.22 -3.68
H 5.47 -0.53 1.59
H 3.71 -2.53 -1.60
```

These are the Mulliken partial charges, in e, on atoms 1 to 4: number 1, Br, carries -0.028; number 2, Cl, carries -0.241; number 3, Cl, carries -0.172; number 4, S, carries -0.085

---

# 6
The following is a DFT calculation (wB97M-V/def2-TZVPD) of a gas-phase ion, C2H2NO3S (charge -1).

charge = -1
molecular weight = 120.11 u
E_tot = -756.0519 Ha
maximum force = 5.28 eV Å⁻¹
relative energy (zero: lowest compared OMol25 entry of this formula, charge and spin) = 231.2 kJ/mol
gap between HOMO and LUMO (spin up / spin down) = 0.2519 / 0.2516 hartree
E_HOMO (spin up / spin down) = -3.81 / -3.81 eV

Geometry as XYZ:
```
9
C2H2NO3S | the Open Molecules 2025 dataset | wB97M-V/def2-TZVPD
S 3.36 -0.14 0.42
O 0.43 2.21 0.06
O 0.85 -1.23 0.68
O 3.84 -0.55 -0.93
N 2.40 1.09 0.30
C 0.42 -0.28 0.02
C 1.07 1.15 0.20
H -0.60 0.06 0.01
H 0.75 -0.27 -1.07
```

These are the natural (NBO) partial charges, in e, on atoms 1 to 4: number 1, S, carries 1.386; number 2, O, carries -0.662; number 3, O, carries -0.751; number 4, O, carries -0.904